Formula: C8H15IN
Source: the Open Molecules 2025 dataset
Level of theory: the ωB97M-V functional and the def2-TZVPD basis

Structure (XYZ):
```
25
Properties=species:S:1:pos:R:3:forces:R:3
C -1.889 2.162 -1.352 -0.11 -3.01 1.05
C -2.585 1.186 -0.751 0.85 3.37 -1.60
C -2.114 -0.094 -0.282 2.53 -0.60 2.59
C -0.881 -0.813 -0.846 -1.84 1.77 0.51
C 2.340 1.806 1.800 -2.45 -0.67 -1.79
C 0.229 -1.539 1.290 -0.38 1.17 0.56
C 1.982 1.121 0.691 1.31 0.80 1.51
C 0.035 -1.456 -0.179 0.68 0.54 0.64
N 1.185 -1.997 -0.930 -1.45 1.26 -3.31
I 3.357 0.541 -0.839 -0.32 0.51 0.47
H -2.458 2.987 -1.553 -0.68 2.38 -0.85
H -0.874 2.040 -1.636 0.86 0.26 -0.25
H -3.605 1.543 -0.616 -0.16 -1.08 0.55
H -2.882 -0.727 -0.548 -1.98 -2.02 0.35
H -0.879 -0.784 -1.890 0.39 -0.09 -1.72
H 3.221 2.340 2.015 1.25 0.03 0.01
H 1.494 2.033 2.459 0.34 -0.17 -0.02
H -1.949 0.022 0.850 -0.83 -0.62 -1.43
H -0.515 -0.841 1.823 1.64 -1.15 -0.56
H 1.293 -1.439 1.554 -0.25 1.11 0.04
H 0.127 -2.523 1.652 -1.04 -1.49 0.39
H 0.979 0.746 0.553 0.14 0.10 -0.18
H 1.926 -1.198 -1.175 -1.29 -1.24 0.08
H 0.814 -2.551 -1.781 1.21 1.10 1.54
H 1.650 -2.566 -0.310 1.61 -2.26 1.41
```
Positions in Å, forces in eV/Å.

## Properties
- Charge: +1
- Relative energy (zero: lowest compared OMol25 entry of this formula, charge and spin): 3.0959 eV
- F_max: 3.83 eV/A
- Gap between HOMO and LUMO: 9.63 eV